Record 1
{"formula": "C21H28N4O3", "method": "ωB97M-V with the def2-TZVPD basis set", "symbols": ["C", "O", "C", "C", "C", "C", "C", "C", "C", "N", "C", "C", "C", "O", "N", "C", "C", "N", "N", "C", "C", "C", "C", "C", "C", "C", "C", "O", "H", "H", "H", "H", "H", "H", "H", "H", "H", "H", "H", "H", "H", "H", "H", "H", "H", "H", "H", "H", "H", "H", "H", "H", "H", "H", "H", "H"], "coordinates": [[-2.04, -3.15, 2.09], [-2.48, -1.95, 1.50], [-2.32, -1.77, 0.15], [-1.61, -2.65, -0.66], [-1.48, -2.40, -2.02], [-2.06, -1.27, -2.58], [-2.75, -0.39, -1.77], [-2.89, -0.62, -0.41], [-3.57, 0.41, 0.46], [-2.65, 1.48, 0.80], [-1.51, 1.14, 1.62], [-0.25, 1.24, 0.74], [0.95, 0.68, 1.49], [1.75, 1.37, 2.10], [1.01, -0.67, 1.48], [2.24, -1.35, 1.85], [3.02, -1.74, 0.57], [2.90, -0.71, -0.42], [1.94, -0.84, -1.35], [1.95, 0.27, -2.06], [1.02, 0.49, -3.20], [2.94, 1.14, -1.57], [3.52, 0.49, -0.51], [4.57, 0.93, 0.44], [-0.06, 2.70, 0.32], [-1.39, 3.47, 0.36], [-2.57, 2.59, 0.02], [-3.40, 2.87, -0.82], [-2.50, -4.02, 1.62], [-0.95, -3.24, 2.04], [-2.35, -3.10, 3.13], [-1.16, -3.54, -0.25], [-0.93, -3.09, -2.63], [-1.97, -1.08, -3.63], [-3.19, 0.51, -2.18], [-3.94, -0.04, 1.38], [-4.40, 0.87, -0.09], [-1.64, 0.14, 2.02], [-1.42, 1.84, 2.46], [-0.41, 0.61, -0.15], [0.43, -1.16, 0.81], [2.02, -2.24, 2.44], [2.81, -0.64, 2.45], [4.07, -1.92, 0.82], [2.59, -2.64, 0.13], [1.55, 0.92, -4.05], [0.22, 1.18, -2.91], [0.57, -0.45, -3.48], [3.19, 2.12, -1.94], [4.11, 1.27, 1.37], [5.13, 1.75, 0.01], [5.26, 0.12, 0.68], [0.66, 3.16, 1.01], [0.37, 2.73, -0.68], [-1.55, 3.88, 1.36], [-1.37, 4.30, -0.34]], "mulliken_charge": [-0.8611, -0.3999, 0.8381, -0.4692, -0.6110, -0.9731, -0.1841, 0.3992, -1.6401, 0.3235, -1.7850, 2.7373, -0.8664, -0.7003, 0.1008, -0.8703, -0.9264, 0.7714, -0.8115, 0.7994, -1.2128, -0.9904, 0.9808, -1.6218, -0.7604, -0.9282, 0.8310, -0.6869, 0.3947, 0.2276, 0.2791, 0.4860, 0.3591, 0.5153, 0.4999, 0.4009, 0.5848, 0.5542, 0.2296, -0.3732, 0.1452, 0.3337, 0.5255, 0.3810, 0.3807, 0.4286, 0.1491, 0.2868, 0.4245, 0.2522, 0.4102, 0.3261, 0.3064, 0.2207, 0.3622, 0.4264], "orbital_gap_ev": 9.24, "de_lowest_ev": 1.470, "total_charge": 0, "spin_multiplicity": 1, "smiles": "COc1ccccc1CN1C[C@H](C(=O)NCCn2nc(C)cc2C)CCC1=O"}

=====

Record 2
{"formula": "C2H8OS2", "method": "ωB97M-V with the def2-TZVPD basis set", "symbols": ["C", "C", "O", "H", "H", "H", "H", "H", "H", "S", "S", "H", "H"], "coordinates": [[0.82, 0.98, -1.42], [1.41, 0.04, -0.41], [1.30, 0.53, 0.92], [1.41, 1.90, -1.56], [0.82, 0.52, -2.41], [-0.17, 1.36, -1.22], [2.44, 0.00, -0.59], [0.88, -0.91, -0.46], [0.38, 0.76, 1.03], [-1.88, -0.39, 1.11], [-2.31, -2.40, 1.33], [-3.13, 0.08, 1.04], [-1.97, -2.47, 2.63]], "mulliken_charge": [-0.9134, -0.2776, -0.4861, 0.3001, 0.2958, 0.2868, 0.3120, 0.2431, 0.2348, -0.1479, -0.1875, 0.1669, 0.1732], "orbital_gap_ev": 9.83, "de_lowest_ev": 0.804, "total_charge": 0, "spin_multiplicity": 1, "smiles": "CCO.SS"}

=====

Record 3
{"formula": "C22H25INNiO", "method": "ωB97M-V with the def2-TZVPD basis set", "symbols": ["C", "C", "C", "H", "C", "C", "H", "C", "C", "C", "H", "C", "C", "H", "H", "H", "H", "H", "H", "Ni", "C", "C", "C", "H", "H", "H", "H", "H", "H", "C", "C", "H", "H", "O", "N", "C", "H", "C", "C", "H", "C", "H", "C", "H", "C", "H", "C", "H", "H", "H", "I"], "coordinates": [[-3.07, -2.03, -0.26], [-1.94, -2.04, -1.12], [-0.77, -1.77, -0.35], [-1.94, -2.26, -2.18], [-1.18, -1.64, 1.04], [-2.64, -1.76, 1.06], [-0.53, -1.75, 1.90], [-3.79, 1.40, -0.62], [-3.47, 0.85, -1.87], [-2.07, 1.00, -2.09], [-4.16, 0.44, -2.60], [-1.50, 1.63, -0.95], [-2.59, 1.90, 0.01], [0.25, -1.82, -0.70], [-3.25, -1.81, 1.96], [-4.09, -2.25, -0.56], [-2.55, 2.70, 0.74], [-1.53, 0.76, -3.00], [-4.78, 1.47, -0.18], [-1.73, 0.29, 0.87], [-0.10, 2.15, -0.77], [-0.20, 3.65, -0.50], [0.80, 1.87, -1.97], [-0.66, 4.15, -1.37], [0.79, 4.08, -0.33], [-0.82, 3.87, 0.37], [0.40, 2.34, -2.87], [0.89, 0.79, -2.14], [1.80, 2.28, -1.77], [0.48, 1.34, 0.42], [1.65, 1.91, 1.18], [0.77, 0.34, 0.07], [-0.29, 1.23, 1.24], [1.78, 3.12, 1.33], [2.51, 1.01, 1.76], [2.17, -0.35, 2.20], [3.25, 1.45, 2.29], [2.48, -1.41, 1.17], [2.19, -2.75, 1.48], [1.78, -2.99, 2.47], [2.45, -3.75, 0.55], [2.22, -4.79, 0.80], [3.00, -3.43, -0.69], [3.21, -4.21, -1.42], [3.30, -2.10, -1.00], [3.74, -1.82, -1.96], [3.05, -1.09, -0.07], [3.32, -0.04, -0.26], [1.11, -0.42, 2.52], [2.77, -0.54, 3.11], [-2.53, 0.79, 3.06]], "mulliken_spin": [0.1402, 0.0030, 0.1455, 0.0060, -0.0554, -0.0394, 0.0104, 0.1434, -0.0276, 0.1301, -0.0013, -0.0571, -0.0136, 0.0080, -0.0007, 0.0037, 0.0062, 0.0083, 0.0022, 1.4410, -0.0129, -0.0023, 0.0105, 0.0009, 0.0002, -0.0010, -0.0013, 0.0008, -0.0013, 0.0045, 0.0149, -0.0152, 0.0316, 0.0054, 0.0017, 0.0015, 0.0002, -0.0037, 0.0043, 0.0000, -0.0020, -0.0006, 0.0019, 0.0001, -0.0016, 0.0000, 0.0017, -0.0003, -0.0011, -0.0001, 0.1105], "orbital_gap_ev": [6.56, 6.48], "s2": 2.035, "total_charge": -1, "spin_multiplicity": 3}

=====

Record 4
{"formula": "C20H21CoIN6O5S3Se", "method": "ωB97M-V with the def2-TZVPD basis set", "symbols": ["Co", "C", "C", "C", "C", "C", "C", "C", "S", "O", "O", "N", "C", "C", "O", "O", "H", "H", "H", "H", "H", "H", "H", "H", "H", "S", "C", "S", "C", "C", "N", "C", "N", "C", "N", "C", "C", "N", "C", "C", "Se", "H", "H", "H", "H", "H", "H", "H", "H", "N", "C", "O", "C", "I", "H", "H", "H", "H"], "coordinates": [[-1.12, -1.15, -0.83], [2.30, 5.33, -2.50], [1.57, 4.33, -1.63], [0.38, 3.75, -2.04], [-0.30, 2.84, -1.24], [0.22, 2.51, 0.01], [1.40, 3.09, 0.44], [2.07, 3.99, -0.38], [-0.60, 1.35, 1.12], [-1.36, 2.20, 2.01], [0.51, 0.61, 1.69], [-1.55, 0.38, 0.33], [-2.81, 0.94, -0.18], [-2.86, 0.74, -1.69], [-3.58, 1.43, -2.39], [-2.05, -0.18, -2.14], [1.93, 5.29, -3.52], [3.37, 5.13, -2.51], [2.15, 6.35, -2.13], [-0.02, 3.99, -3.02], [-1.20, 2.38, -1.61], [1.81, 2.81, 1.40], [3.01, 4.42, -0.04], [-2.93, 2.00, 0.05], [-3.66, 0.41, 0.27], [-0.94, -2.93, -2.22], [-2.36, -3.53, -1.46], [-2.96, -2.34, -0.39], [-2.91, -4.78, -1.68], [-4.08, -5.19, -0.98], [-5.03, -5.52, -0.41], [-2.30, -5.70, -2.58], [-1.81, -6.44, -3.31], [2.70, -1.79, 2.59], [1.36, -1.63, 3.13], [1.05, -1.15, 4.38], [-0.29, -1.08, 4.45], [-0.79, -1.52, 3.25], [-2.20, -1.59, 2.91], [0.23, -1.85, 2.43], [0.19, -2.59, 0.71], [3.40, -1.39, 3.32], [2.77, -1.24, 1.66], [2.91, -2.84, 2.41], [1.81, -0.88, 5.09], [-0.94, -0.73, 5.24], [-2.73, -0.85, 3.50], [-2.59, -2.59, 3.09], [-2.31, -1.34, 1.86], [2.09, -1.73, -2.00], [1.68, -0.48, -1.77], [0.53, -0.17, -1.45], [2.67, 0.64, -1.99], [4.27, 0.56, -0.57], [1.48, -2.50, -1.77], [3.07, -1.92, -2.10], [2.18, 1.59, -1.86], [3.14, 0.56, -2.97]], "mulliken_charge": [0.0557, -1.6127, 1.1901, -1.1020, -0.2810, 0.4392, -0.7898, -0.8676, 1.1953, -0.8587, -0.4304, 0.5013, -0.9126, 0.7476, -0.7582, -0.4303, 0.3668, 0.3592, 0.3312, 0.3266, 0.1891, 0.4895, 0.3623, 0.4837, 0.2797, -0.3621, 1.0212, -0.4349, 0.4532, -0.0030, -0.5766, -0.0537, -0.5772, -0.6688, 0.3625, -0.4104, -0.5237, 0.4863, -0.5642, -0.5901, 0.0442, 0.3184, 0.0727, 0.3123, 0.4321, 0.4628, 0.3462, 0.2657, -0.1029, -0.2245, 0.6042, -0.4176, -0.3683, 0.0238, 0.0341, 0.2284, -0.4379, 0.5736], "orbital_gap_ev": 6.58, "de_lowest_ev": 0.545, "total_charge": -1, "spin_multiplicity": 1}